Here is 4 unconnected molecules or ions with the total composition C4H15NO3 in a non-equilibrium geometry from OMol25. Energies are from ωB97M-V/def2-TZVPD.

Positions of all 23 atoms, in Å:
C1 1.678311 0.419105 0.754338
C2 2.044345 0.759275 -0.666393
C3 1.136409 0.053634 -1.689076
C4 0.510416 0.787340 -2.602178
N1 -0.337338 0.199637 -3.557016
H1 2.082949 -0.563184 1.019801
H2 0.623758 0.627126 0.953823
H3 2.126760 1.071278 1.498390
H4 1.906624 1.854352 -0.784045
H5 3.105336 0.566787 -0.906105
H6 1.056704 -0.953347 -1.293889
H7 0.524484 1.874302 -2.690030
H8 -0.970272 0.578994 -4.238837
H9 0.042420 -0.677820 -3.883489
O1 -2.697728 -1.091923 3.336738
H10 -2.303573 -1.664123 2.673597
H11 -1.935114 -1.015810 3.908746
O2 0.045483 -1.137718 2.594602
H12 0.398019 -1.328142 1.718591
H13 -0.047675 -0.210842 2.774228
O3 -2.644099 -0.074380 0.345870
H14 -3.104003 0.500483 0.966610
H15 -3.242216 -0.575031 -0.234275

Force components x, y, z for each atom (eV/Å):
C 0.563 0.351 0.495
C -0.161 1.354 -1.163
C 1.448 1.600 2.200
C -1.614 -0.553 -1.077
N 0.526 -1.593 -0.190
H -0.713 -0.154 0.027
H -0.080 -0.783 -0.450
H 0.642 0.311 -0.114
H 0.197 -0.419 -0.116
H -0.308 -0.069 0.354
H -0.718 -0.464 -1.386
H 0.516 -0.198 0.491
H 0.386 0.909 0.420
H -0.381 0.011 0.068
O -0.138 -0.110 0.077
H -0.160 0.023 -0.509
H 0.097 0.197 0.508
O -0.157 -1.648 0.705
H -0.186 0.750 0.263
H 0.175 0.564 -0.608
O 0.513 -0.304 -0.438
H -0.431 -0.450 -0.244
H -0.018 0.677 0.687

Computed properties:
Charge: 0
Energy relative to the best compared isomer or geometry (same formula, charge and spin) (kJ/mol): 178.0
HOMO-LUMO gap (eV): 8.838
SMILES: CC/C=C/N.O.O.O
E_LUMO (eV): 0.816



Here is a molecular structure, C29H25Cl4F7MoN3O8S3 from OMol25. Energies are from ωB97M-V/def2-TZVPD.

Positions of all 80 atoms, in Å:
Mo1 0.008730 0.396341 -0.783613
F1 -3.836016 4.644376 -2.081341
C1 -2.783083 3.835676 -2.197100
F2 -1.670778 4.572847 -2.152528
F3 -2.843050 3.222086 -3.375956
S1 -2.765080 2.632841 -0.801970
O1 -1.562897 1.864241 -1.112124
O2 -2.728332 3.466441 0.351422
N1 -4.121718 1.901886 -0.984597
S2 -4.400516 0.402936 -1.384355
O3 -3.233455 -0.405805 -1.594533
O4 -5.483606 -0.116583 -0.608923
C2 -5.108747 0.577708 -3.076403
F4 -6.126044 1.441725 -3.098709
F5 -4.177315 0.993859 -3.935563
F6 -5.557687 -0.612232 -3.480960
Cl1 -2.849155 -1.194589 -7.694507
C3 -2.019947 -0.842280 -6.201548
C4 -1.988175 -1.796243 -5.201895
C5 -1.328812 -1.514604 -4.020215
Cl2 -1.264606 -2.709956 -2.781716
C6 -0.711790 -0.272674 -3.797951
O5 -0.115059 0.014209 -2.667199
C7 -0.760325 0.651514 -4.845561
Cl3 0.009825 2.187148 -4.622480
C8 -1.403996 0.382451 -6.039353
H1 -2.472056 -2.752805 -5.335062
H2 -1.426992 1.126036 -6.822477
C9 0.982776 -4.603057 -0.242999
C10 2.166598 -3.964510 0.465318
N2 1.748213 -2.970387 1.453343
C11 1.517738 -3.478337 2.804386
C12 2.777570 -3.407636 3.653722
C13 1.558461 -1.675685 1.176336
S3 1.841253 -1.158682 -0.467302
N3 1.261915 -0.919577 2.235430
C14 0.813718 0.326621 2.196750
O6 0.377152 0.986828 1.223619
C15 0.772073 1.041650 3.505960
C16 -0.093661 2.122734 3.644473
C17 -0.147590 2.810452 4.847349
C18 0.668822 2.431286 5.904591
C19 1.533890 1.352866 5.764415
C20 1.577553 0.652115 4.569957
H3 1.327623 -5.347016 -0.963257
H4 0.415411 -3.840784 -0.771648
H5 0.318151 -5.092333 0.470199
H6 2.839382 -3.500245 -0.250652
H7 2.744149 -4.716148 1.007574
H8 1.174404 -4.509131 2.700040
H9 0.717394 -2.902692 3.260149
H10 3.588433 -3.986507 3.207009
H11 2.587315 -3.803193 4.652605
H12 3.104673 -2.372487 3.744288
H13 -0.731250 2.397133 2.812474
H14 -0.831089 3.642201 4.958868
H15 0.628982 2.974128 6.840890
H16 2.171127 1.056907 6.588234
H17 2.235058 -0.197346 4.444142
Cl4 -2.312430 -3.501891 0.839213
C21 -2.967939 -1.929153 1.359473
C22 -2.130108 -0.707202 1.020887
O7 -2.526800 0.355714 1.443696
O8 -1.087043 -0.906461 0.271311
H18 -3.082045 -1.963688 2.439480
H19 -3.946869 -1.798883 0.903158
F7 6.549522 1.669274 0.716686
C23 5.258266 1.822309 0.317887
C24 4.324711 2.266191 1.229565
C25 3.009503 2.419297 0.813867
C26 2.617510 2.117106 -0.491968
C27 1.194783 2.198944 -0.913742
C28 3.605293 1.692443 -1.383728
C29 4.925887 1.540642 -0.990515
H20 4.627026 2.489750 2.244365
H21 2.267877 2.774369 1.517624
H22 1.100129 2.407877 -1.985209
H23 0.634333 2.951096 -0.359344
H24 3.323238 1.455017 -2.403996
H25 5.689623 1.201560 -1.677726

Force components x, y, z for each atom (eV/Å):
Mo 0.186 0.314 0.067
F 0.001 0.033 -0.041
C 0.056 -0.057 0.052
F -0.011 0.013 -0.044
F 0.014 0.065 0.043
S -0.078 0.108 -0.114
O -0.294 -0.119 -0.060
O 0.032 -0.049 0.143
N 0.155 0.019 0.039
S -0.034 -0.076 -0.078
O 0.023 0.035 0.047
O 0.016 -0.038 0.030
C 0.019 0.070 0.050
F 0.026 -0.002 -0.015
F -0.067 -0.067 -0.038
F 0.006 -0.019 -0.042
Cl 0.012 0.010 0.021
C -0.023 -0.001 -0.038
C -0.002 -0.043 -0.004
C 0.002 0.095 -0.034
Cl -0.003 -0.004 0.082
C -0.257 0.072 0.021
O 0.293 -0.274 0.107
C -0.015 0.031 -0.044
Cl 0.029 0.003 -0.015
C 0.007 0.051 -0.043
H 0.007 -0.005 0.012
H -0.006 0.004 0.003
C 0.030 -0.006 0.015
C -0.015 0.012 -0.003
N 0.013 -0.026 -0.073
C -0.012 -0.017 0.050
C 0.007 -0.013 0.005
C 0.022 -0.082 -0.013
S 0.096 -0.050 0.016
N -0.009 0.108 0.000
C 0.045 -0.055 0.040
O -0.088 -0.077 -0.248
C -0.025 0.052 0.019
C -0.013 0.019 0.013
C 0.003 -0.003 0.003
C 0.010 -0.009 -0.011
C -0.015 0.020 0.016
C 0.003 -0.002 -0.013
H 0.010 0.003 0.010
H -0.035 0.029 -0.021
H -0.011 -0.005 0.000
H -0.007 0.034 -0.009
H 0.010 -0.001 0.018
H 0.004 -0.008 -0.005
H 0.002 -0.026 -0.009
H -0.002 -0.001 0.000
H 0.001 -0.002 0.003
H -0.004 0.003 0.000
H 0.020 -0.007 0.020
H -0.002 0.001 0.002
H 0.000 0.001 0.003
H 0.001 0.001 0.004
H 0.002 -0.005 0.002
Cl 0.045 -0.027 -0.010
C 0.028 -0.055 0.141
C -0.085 -0.204 -0.376
O 0.045 0.317 0.132
O -0.207 -0.130 0.199
H -0.040 0.001 0.001
H 0.040 0.015 -0.042
F -0.010 0.001 -0.003
C 0.014 0.004 0.007
C 0.008 -0.001 0.018
C -0.012 0.010 -0.053
C -0.015 0.044 -0.041
C 0.071 -0.036 0.068
C -0.028 -0.020 0.007
C -0.013 0.000 -0.011
H -0.004 0.004 0.002
H -0.014 0.002 0.024
H -0.001 -0.001 -0.003
H 0.040 0.018 -0.004
H 0.009 0.000 0.006
H -0.004 0.001 -0.007

Computed properties:
Charge: -1
Energy relative to the best compared isomer or geometry (same formula, charge and spin) (kJ/mol): 2.8
2S+1: 3
HOMO-LUMO gap (spin up / spin down) (eV): 7.486 / 7.975
E_LUMO (spin up / spin down) (eV): 1.981 / 2.136



Here is a molecular structure, C14H23InO10 in a non-equilibrium geometry from OMol25. Energies are from ωB97M-V/def2-TZVPD.

Positions of all 48 atoms, in Å:
In1 1.030678 -1.350019 -1.807994
C1 3.027558 -4.365974 1.941246
C2 3.127258 -2.978915 1.168794
O1 2.493174 -2.970843 0.084028
H1 3.625945 -4.264028 2.844983
H2 3.449482 -5.133616 1.293025
H3 2.012423 -4.651011 2.206589
H4 4.170430 -2.690075 1.007898
H5 2.599604 -2.270505 1.894993
C3 -5.595577 -3.403970 -3.150664
C4 -5.065635 -2.063041 -2.744626
C5 -4.787232 -1.855133 -1.237256
O2 -3.373394 -2.017558 -1.114495
C6 -2.800276 -1.969737 -2.324443
O3 -1.614184 -2.040029 -2.527524
O4 -3.717579 -1.866326 -3.265626
H6 -5.750457 -3.423272 -4.233630
H7 -6.580264 -3.606313 -2.736706
H8 -4.829991 -4.166566 -3.004333
H9 -5.593831 -1.189286 -3.119856
H10 -5.209564 -2.717733 -0.717103
H11 -5.211290 -0.958631 -0.795668
C7 0.622804 5.729997 -3.222354
C8 1.125835 4.781188 -2.168169
C9 0.192492 4.364341 -1.061397
O5 0.704875 3.045563 -0.763190
C10 1.127933 2.533209 -1.938104
O6 1.076785 1.356933 -2.201003
O7 1.413805 3.489051 -2.798620
H12 1.447793 6.193276 -3.756606
H13 0.164147 6.597271 -2.725532
H14 -0.198362 5.359319 -3.830607
H15 2.096914 5.117024 -1.803736
H16 -0.870184 4.299715 -1.290532
H17 0.355010 5.000754 -0.194384
C11 2.424170 -0.615426 4.955695
C12 1.429034 0.109565 4.060568
C13 1.926637 1.525117 3.686366
O8 1.935621 1.530870 2.244502
C14 1.671748 0.337815 1.769428
O9 1.688744 0.009958 0.614184
O10 1.513135 -0.564043 2.760706
H18 1.968135 -1.470151 5.455124
H19 2.745195 0.050662 5.756753
H20 3.256487 -0.952281 4.342939
H21 0.400055 0.122170 4.410324
H22 2.971440 1.595373 3.995570
H23 1.402458 2.405309 4.040465

Force components x, y, z for each atom (eV/Å):
In -0.437 0.838 0.396
C -0.909 -1.226 1.084
C 2.412 1.412 -0.825
O -1.532 -0.823 -1.220
H 0.053 0.377 -0.093
H 0.088 0.378 -0.327
H -0.060 0.217 -0.091
H 0.179 0.133 0.546
H -0.575 -0.277 0.624
C 0.115 0.163 -1.265
C 0.712 1.399 0.688
C -1.037 -1.973 -0.086
O 0.742 0.622 0.122
C -1.349 -0.073 0.287
O 1.070 0.288 0.197
O 0.495 -0.261 -0.765
H 0.005 0.217 0.018
H 0.216 -0.200 0.451
H -0.315 -0.196 0.615
H -0.431 -0.363 -0.214
H -0.100 0.238 0.233
H 0.602 0.352 -0.098
C -0.463 1.207 0.830
C 0.143 0.013 -1.153
C 0.857 0.365 0.714
O -0.251 -0.459 -0.110
C -1.228 0.644 0.171
O 0.678 -1.114 -0.022
O 0.096 -0.482 -0.063
H -0.082 -0.465 -0.518
H 0.114 -0.140 0.257
H 0.389 -0.416 -0.286
H -0.175 0.112 0.363
H 0.057 0.013 -0.297
H -0.208 -0.124 0.108
C -0.923 0.086 0.560
C 0.939 0.306 -0.235
C 0.967 -0.458 -0.038
O -0.506 0.435 -0.290
C 0.589 -0.361 0.518
O -0.152 -0.127 -0.526
O -0.798 -0.048 -0.111
H 0.012 -0.096 -0.166
H 0.242 -0.018 -0.090
H 0.233 0.181 0.160
H -0.041 -0.309 -0.087
H -0.036 0.248 -0.018
H -0.395 -0.237 0.054

Computed properties:
Charge: +2
Energy relative to the best compared isomer or geometry (same formula, charge and spin) (kJ/mol): 0.0
HOMO-LUMO gap (eV): 4.372
E_LUMO (eV): -11.617



What did the first record say?
Here is 4 unconnected molecules or ions with the total composition C4H15NO3 in a non-equilibrium geometry from OMol25. Energies are from ωB97M-V/def2-TZVPD.

Positions of all 23 atoms, in Å:
C1 1.678311 0.419105 0.754338
C2 2.044345 0.759275 -0.666393
C3 1.136409 0.053634 -1.689076
C4 0.510416 0.787340 -2.602178
N1 -0.337338 0.199637 -3.557016
H1 2.082949 -0.563184 1.019801
H2 0.623758 0.627126 0.953823
H3 2.126760 1.071278 1.498390
H4 1.906624 1.854352 -0.784045
H5 3.105336 0.566787 -0.906105
H6 1.056704 -0.953347 -1.293889
H7 0.524484 1.874302 -2.690030
H8 -0.970272 0.578994 -4.238837
H9 0.042420 -0.677820 -3.883489
O1 -2.697728 -1.091923 3.336738
H10 -2.303573 -1.664123 2.673597
H11 -1.935114 -1.015810 3.908746
O2 0.045483 -1.137718 2.594602
H12 0.398019 -1.328142 1.718591
H13 -0.047675 -0.210842 2.774228
O3 -2.644099 -0.074380 0.345870
H14 -3.104003 0.500483 0.966610
H15 -3.242216 -0.575031 -0.234275

Force components x, y, z for each atom (eV/Å):
C 0.563 0.351 0.495
C -0.161 1.354 -1.163
C 1.448 1.600 2.200
C -1.614 -0.553 -1.077
N 0.526 -1.593 -0.190
H -0.713 -0.154 0.027
H -0.080 -0.783 -0.450
H 0.642 0.311 -0.114
H 0.197 -0.419 -0.116
H -0.308 -0.069 0.354
H -0.718 -0.464 -1.386
H 0.516 -0.198 0.491
H 0.386 0.909 0.420
H -0.381 0.011 0.068
O -0.138 -0.110 0.077
H -0.160 0.023 -0.509
H 0.097 0.197 0.508
O -0.157 -1.648 0.705
H -0.186 0.750 0.263
H 0.175 0.564 -0.608
O 0.513 -0.304 -0.438
H -0.431 -0.450 -0.244
H -0.018 0.677 0.687

Computed properties:
Charge: 0
Energy relative to the best compared isomer or geometry (same formula, charge and spin) (kJ/mol): 178.0
HOMO-LUMO gap (eV): 8.838
SMILES: CC/C=C/N.O.O.O
E_LUMO (eV): 0.816



What is the energy relative to the best compared isomer or geometry (same formula, charge and spin) in the third record? 0.0 kJ/mol



Among the records above, which one has the lowest charge? C29H25Cl4F7MoN3O8S3